(1)
27
Properties=species:S:1:pos:R:3:forces:R:3:mulliken_charge:R:1 method="wB97M-V/def2-TZVPD" e_homo_ev="-7.7 / -7.7" orbital_gap_ha="0.2925 / 0.2925"
C 0.77105 -0.20306 0.41239 -2.182 1.833 -0.773 0.816
C 0.11706 -0.43249 1.73301 0.157 1.276 1.370 0.398
C 2.64348 -1.49895 -2.30568 -1.994 0.991 -2.956 -1.372
C -1.30677 2.18924 0.72207 -2.078 0.904 -0.771 -1.766
C -1.50127 -1.76912 2.73998 0.877 2.400 2.673 -0.700
C 2.37053 -0.24885 -1.43461 0.140 -0.164 -3.359 -0.173
C -1.63028 0.42269 -1.05794 -0.766 -2.383 -1.990 0.145
C -0.76280 1.34855 -0.37353 4.015 0.983 1.094 0.739
N 1.72319 -0.54074 -0.24493 -0.420 -0.827 2.285 -0.399
O 0.09481 0.44331 2.61866 0.126 -2.285 -2.127 -0.623
O 0.15181 2.07948 -1.24339 -1.378 -0.618 0.951 -0.556
O -0.52986 -1.60788 1.73926 1.502 0.756 0.013 -0.311
F -2.90088 0.76738 -1.42534 -0.939 1.156 0.924 -0.344
F -1.84561 -0.71905 -0.23503 0.147 1.182 -1.236 -0.213
H 3.10144 -2.26847 -1.85864 2.208 -2.534 2.295 0.467
H 1.75221 -2.05327 -2.71261 0.056 1.121 0.606 0.321
H 3.21204 -1.33734 -3.26391 -0.314 0.621 1.129 0.352
H -1.92386 3.08401 0.41499 0.330 -1.037 -0.477 0.334
H -1.93749 1.61098 1.34091 -1.169 -0.938 0.424 0.423
H -0.73891 2.62449 1.48336 2.261 0.333 0.677 0.556
H -2.40472 -1.51598 2.28052 -1.702 0.486 -0.428 0.273
H -1.29730 -1.03843 3.67069 -0.440 -1.821 -2.134 0.292
H -1.53047 -2.77904 3.03062 0.196 -1.225 0.448 0.288
H 1.75943 0.37747 -2.13691 0.717 0.240 1.003 0.217
H 3.35318 0.15796 -1.16833 -0.348 0.368 -0.235 0.276
H -1.29846 0.19178 -2.09350 1.063 -0.643 1.058 0.193
H 0.55844 2.71533 -0.63211 -0.064 -0.173 -0.465 0.367

---

(2)
35
Properties=species:S:1:pos:R:3:forces:R:3:mulliken_charge:R:1 method="wB97M-V/def2-TZVPD" e_homo_ev=-13.5 charge=+1 orbital_gap_ha=0.3810
Zn -0.39006 -0.15030 0.38277 -0.069 -0.012 0.108 0.033
N -0.74083 1.75454 -0.33620 0.004 -0.014 -0.005 -0.387
C -0.25552 2.62622 0.76956 0.008 0.004 0.000 -0.499
C 1.12316 2.16136 1.22372 -0.018 -0.006 -0.012 -0.688
N 1.05121 0.74775 1.64182 0.006 0.004 0.003 0.033
C 2.27534 -0.06288 1.49135 -0.014 -0.015 -0.012 -0.691
C 1.89293 -1.52107 1.26631 0.008 0.006 -0.001 -0.492
N 1.01544 -1.63133 0.06780 -0.011 0.008 -0.007 -0.381
H -1.74692 1.85366 -0.44850 -0.002 0.002 0.000 0.313
H -0.32214 2.02971 -1.21940 0.004 -0.002 0.002 0.301
H -0.22050 3.67224 0.46643 -0.006 -0.002 -0.003 0.455
H -0.97037 2.53646 1.58872 0.001 0.002 0.001 0.386
H 1.82756 2.22887 0.39186 -0.001 0.004 -0.001 0.325
H 1.49459 2.81119 2.01743 0.001 -0.005 0.004 0.381
H 0.70777 0.68465 2.59613 0.003 0.002 -0.001 0.229
H 2.82130 0.31321 0.62349 0.003 -0.002 0.000 0.325
H 2.93833 0.02139 2.35365 -0.005 0.004 0.003 0.382
H 2.78752 -2.13452 1.16296 -0.005 -0.004 -0.003 0.454
H 1.32403 -1.89557 2.11848 0.001 0.000 0.001 0.385
H 1.56794 -1.60982 -0.78386 0.001 0.005 0.001 0.301
H 0.52273 -2.52118 0.07164 0.002 -0.002 0.000 0.314
F -2.86825 -0.45024 -1.00861 0.010 0.005 -0.002 -0.235
C -2.99824 -1.62194 -0.33850 0.005 -0.009 -0.001 0.107
F -1.93452 -2.36051 -0.73485 -0.007 -0.008 0.002 -0.241
F -4.09496 -2.21693 -0.75731 0.004 0.006 -0.012 -0.212
C -2.92108 -1.36284 1.19559 -0.032 -0.004 0.036 1.297
O -1.76511 -0.73078 1.51908 0.093 0.026 -0.085 -0.846
C -2.96422 -2.72631 1.95382 0.012 0.005 -0.005 0.517
F -2.92521 -2.53373 3.26754 0.002 0.002 0.003 -0.227
F -1.87741 -3.45174 1.62666 -0.008 -0.002 0.003 -0.239
F -4.04279 -3.44985 1.66042 -0.001 0.005 -0.008 -0.236
C -4.11434 -0.45491 1.62880 0.005 -0.006 -0.002 0.540
F -4.06932 -0.21146 2.93367 0.006 0.004 -0.002 -0.226
F -4.01800 0.73445 1.00087 -0.006 0.002 -0.001 -0.239
F -5.30198 -0.97816 1.33291 0.007 -0.003 -0.002 -0.236

---

(3)
22
Properties=species:S:1:pos:R:3:forces:R:3:mulliken_charge:R:1 method="wB97M-V/def2-TZVPD" e_homo_ev="-6.1 / -6.0" orbital_gap_ha="0.2521 / 0.2511"
C -0.68314 -1.36309 0.46631 0.102 -0.312 -1.267 -0.505
C 0.67512 -1.67334 0.10804 -1.294 0.382 -0.489 -0.329
C 1.11933 0.54925 0.50332 2.130 -2.917 -0.050 0.019
C 1.11208 1.80449 0.63685 -0.192 3.762 0.139 -0.839
C -1.42694 -0.32266 -0.01501 0.917 -0.725 0.680 0.869
C -2.74249 -0.00955 0.57783 -0.017 -0.777 1.298 -1.688
C -0.98542 0.68817 -1.03904 2.995 -2.339 -1.339 -1.436
C 2.82240 -0.74674 -0.41856 2.341 3.316 -0.380 -1.110
N 1.50384 -0.62600 0.03185 -3.236 1.650 0.730 0.202
H -1.09911 -2.15029 1.07229 -0.774 0.104 0.329 0.382
H 1.03607 -2.66736 0.06917 0.580 -0.559 -0.155 0.449
H 0.93465 2.59573 -0.12906 0.207 -0.705 0.152 0.311
H 1.20275 2.25180 1.62971 -0.021 -0.102 0.051 0.227
H -2.65274 0.60533 1.46912 0.216 -0.461 0.765 0.279
H -3.45118 -0.82459 0.69830 0.380 -0.453 0.538 0.385
H -3.28814 0.65060 0.02548 -1.337 1.849 -2.342 0.513
H -1.47666 0.54288 -1.99846 -0.522 0.116 0.068 0.423
H 0.16544 0.60120 -1.31649 -2.661 0.170 0.375 0.364
H -1.11736 1.64018 -0.63631 -0.473 1.725 0.303 0.371
H 3.00534 -1.62103 -0.95648 -0.143 -1.005 -1.625 0.398
H 3.22496 0.29616 -0.85475 -0.986 -2.735 0.651 0.269
H 3.32799 -0.92450 0.47205 1.788 0.017 1.571 0.446

---

Max |F| list, top to bottom, in eV/Å: 4.276, 0.129, 4.077
Energy relative to the best compared isomer or geometry (same formula, charge and spin) list, top to bottom, in kcal per mole: 71.79, 1.69, 137.59